A 32-piece molecular cluster, H64O32 overall in a non-equilibrium geometry. Source: OMol25; level of theory: the ωB97M-V functional and the def2-TZVPD basis.

The geometry in XYZ format:
```
96
Properties=species:S:1:pos:R:3:forces:R:3
O -12.04617 10.48360 -4.71672 0.0 -0.1 -0.1
H -11.57956 9.64268 -4.79995 -0.2 0.1 0.0
H -11.49218 11.00011 -4.09989 0.1 -0.1 0.0
O -14.83768 15.86477 1.01292 -1.6 0.1 -0.9
H -15.82307 15.84396 0.99930 1.0 0.1 -0.4
H -14.69271 15.53104 1.89556 0.4 0.0 0.9
O -8.78424 14.79141 -6.28527 -1.7 1.6 2.3
H -9.74198 14.63427 -6.37869 0.2 -0.4 -0.1
H -8.36456 14.41413 -6.99488 1.5 -1.3 -2.6
O -12.79810 13.51336 -4.06612 -0.1 -0.5 -0.3
H -12.35830 12.83200 -3.52037 0.2 0.4 0.0
H -13.46753 13.01992 -4.56449 -0.3 0.3 0.2
O -13.99756 15.28720 3.46667 0.6 -0.2 -0.4
H -13.84533 14.33608 3.32029 -0.1 -0.5 0.2
H -14.29415 15.34521 4.36824 -0.2 0.2 0.5
O -15.69662 15.83411 -2.77826 -1.2 -1.1 0.1
H -15.95955 16.72885 -2.91330 -0.9 1.4 -0.4
H -14.79307 15.95588 -2.47775 0.8 -0.5 0.2
O -11.09544 13.33880 -6.42798 -0.2 -0.5 -0.1
H -10.66530 12.51131 -6.68848 -0.2 0.2 0.1
H -11.75754 13.06135 -5.76975 0.3 0.4 0.0
O -11.49942 14.86655 -0.53294 0.9 -0.1 -0.3
H -10.58044 14.61176 -0.76536 -0.5 -0.2 -0.4
H -11.33339 15.50237 0.17610 -0.5 0.2 0.4
O -12.35368 11.03550 -0.58508 0.5 -0.7 -0.7
H -12.78927 11.89550 -0.51304 -0.4 0.8 0.4
H -11.75152 10.91317 0.14199 0.2 0.2 0.6
O -13.83667 12.44016 3.48501 -0.6 -0.4 1.3
H -14.45601 12.05222 2.82852 0.2 0.4 -0.3
H -14.29171 12.21869 4.33171 0.7 0.3 -0.8
O -10.27065 18.22891 -2.91823 0.8 -1.3 -0.6
H -11.22354 18.19116 -2.96879 -0.4 0.4 0.0
H -10.06795 19.07311 -2.55266 0.2 0.9 0.4
O -17.42125 14.22624 2.64903 -0.3 0.0 -0.2
H -18.00046 13.76153 3.25503 0.1 -0.3 0.5
H -18.06596 14.52145 1.98752 0.2 0.5 -0.5
O -14.74322 20.16125 -4.45802 -2.0 1.4 -0.5
H -15.04287 20.92096 -3.91444 0.6 -0.8 -0.5
H -13.93252 19.85095 -4.11262 1.5 -0.6 1.0
O -18.32947 13.85285 -1.77884 1.0 1.3 -0.6
H -17.64121 14.50991 -2.09134 -0.4 -1.0 0.5
H -18.84080 13.73778 -2.58746 -0.2 -0.2 0.1
O -18.65046 15.72244 0.36555 0.1 0.2 0.9
H -18.62656 15.06336 -0.33767 0.1 0.0 -0.5
H -18.04456 16.45235 0.17724 -0.2 -0.4 -0.3
O -8.07151 18.21300 1.99506 0.8 0.3 0.2
H -7.24440 18.63286 2.32208 -1.1 -0.3 -0.3
H -8.79942 18.84896 2.10417 0.2 -0.1 0.0
O -13.20980 15.95037 -2.65739 1.8 -0.9 -0.1
H -13.07008 15.26242 -3.36124 -0.4 0.5 0.2
H -12.56238 15.60128 -2.00365 -0.2 0.3 0.3
O -16.99595 11.32085 -0.89857 -1.2 -0.1 1.3
H -16.16418 11.23276 -1.33605 0.9 0.1 -0.9
H -17.48845 12.09474 -1.21406 0.5 -0.1 -0.3
O -10.84378 11.87233 -2.79898 1.3 1.2 0.0
H -10.13751 12.47970 -2.42012 -0.8 -0.6 -0.6
H -11.33435 11.59653 -2.02802 -0.6 -0.6 1.0
O -11.01752 19.21909 2.30305 -0.3 -0.2 0.9
H -11.41391 18.43219 2.73001 0.5 0.5 -0.4
H -11.82849 19.68279 2.03182 0.5 -0.2 -0.2
O -13.02887 18.50058 0.88090 -0.2 1.5 -0.7
H -12.95830 17.59926 1.14295 0.2 -1.5 0.4
H -13.84620 18.55202 0.39205 -0.6 -0.2 0.0
O -9.13760 15.71884 3.02401 0.1 0.6 -0.3
H -8.54548 16.16918 2.39359 -0.1 0.1 0.4
H -8.73659 14.88645 3.24605 0.2 -0.5 0.1
O -11.59274 16.03432 1.94479 -0.5 0.1 0.7
H -12.20436 15.63391 2.59190 -0.1 0.3 -0.4
H -10.79195 16.16454 2.48015 0.4 -0.2 -0.3
O -15.61928 12.36521 1.58640 -0.4 0.9 0.3
H -16.22473 13.10726 1.87360 0.5 -0.8 -0.2
H -16.15910 11.76468 1.06736 -0.4 -0.3 -0.6
O -8.76739 15.56647 -3.78733 -0.1 0.6 2.4
H -8.84428 15.44445 -4.71727 0.1 -0.2 -1.5
H -9.11840 16.44498 -3.54474 0.1 -0.4 -0.2
O -16.84387 18.38376 -3.84187 0.4 -0.3 -0.7
H -16.16388 18.98432 -4.21120 0.0 0.2 0.5
H -16.85154 17.71507 -4.54352 -0.4 0.0 0.2
O -14.25812 10.28319 -2.34003 -2.5 -0.2 1.6
H -13.86162 10.34285 -3.16495 1.4 0.0 -2.5
H -13.59309 10.44243 -1.68340 0.8 0.0 0.6
O -9.11734 13.77142 -1.67686 1.0 -0.5 0.1
H -8.90830 14.30663 -2.47076 -0.2 0.5 -0.3
H -8.24014 13.42739 -1.40830 -0.8 0.2 0.0
O -13.98535 13.08543 -0.69812 0.3 1.1 0.1
H -13.66993 14.00616 -0.57238 0.0 -0.6 -0.3
H -14.58179 12.98369 0.05564 -0.3 -0.3 0.3
O -10.87271 12.56072 1.75077 -0.3 1.3 1.2
H -10.83064 13.41747 1.28016 -0.1 -0.5 -0.1
H -11.15283 12.86880 2.65609 0.3 -0.8 -1.3
O -12.92934 18.76178 -2.46733 -0.1 -0.1 0.2
H -12.89493 17.78065 -2.41755 -0.5 0.3 0.0
H -12.90261 19.08636 -1.55344 0.2 -0.3 -0.2
O -15.79466 12.98958 -4.05971 -0.5 0.0 -0.9
H -15.27459 12.40261 -3.51106 0.2 0.3 0.6
H -15.68063 13.91955 -3.82184 0.3 -0.2 0.5
```
Forces are in eV/Å.

The max |F| is 3.33 eV/Å. As for the relative energy (zero: lowest compared OMol25 entry of this formula, charge and spin): 1.349 eV. Its net charge is 0.

=====

A 33-piece molecular cluster, H66O33 overall in a non-equilibrium geometry. Source: OMol25; level of theory: the ωB97M-V functional and the def2-TZVPD basis.

The geometry in XYZ format:
```
99
Properties=species:S:1:pos:R:3:forces:R:3
O -2.38029 2.42755 2.59708 -0.8 -0.2 0.3
H -2.89174 2.53389 1.79499 -0.1 0.4 -0.2
H -1.47174 2.38635 2.29867 0.8 -0.1 -0.1
O -3.25455 -2.15118 4.50740 0.0 -0.1 0.2
H -3.97904 -1.75511 4.02318 -0.3 0.3 -0.4
H -3.63280 -2.38771 5.35428 0.0 -0.1 0.3
O 1.97301 4.67675 0.05761 -0.3 0.4 -0.2
H 2.62204 4.79196 -0.63646 0.2 0.0 -0.2
H 2.29267 3.92967 0.56350 -0.1 -0.3 0.1
O -2.47457 -1.90407 -1.45884 -0.8 0.2 0.3
H -1.60923 -1.95351 -1.05265 0.3 -0.1 0.3
H -2.29937 -1.66184 -2.36815 0.4 -0.2 -0.6
O 3.40345 -2.24997 -2.53740 0.8 -0.7 -0.2
H 3.00474 -1.90312 -3.33550 -0.2 -0.1 -0.3
H 3.31136 -1.54456 -1.89699 -0.2 0.0 0.0
O 2.52415 -0.20947 -1.18855 0.4 0.4 0.8
H 1.83542 -0.43363 -0.56275 -0.5 -0.3 0.4
H 2.09432 0.36365 -1.82339 -0.1 0.4 -0.5
O 1.57345 3.97764 3.12853 0.4 0.4 0.3
H 1.14686 3.29573 2.60962 -0.5 -0.2 -0.4
H 2.46181 3.65071 3.27051 0.2 -0.1 0.2
O -0.08946 0.50372 -5.19562 1.0 -0.3 -0.1
H 0.04353 0.81384 -6.09137 0.3 -0.2 -0.4
H -0.86467 0.97539 -4.89097 -0.9 0.3 0.1
O 4.72743 -3.03867 1.97280 0.8 -0.1 0.1
H 4.79662 -2.50742 2.76603 0.2 0.1 0.3
H 3.79105 -3.21612 1.88372 -0.3 0.1 -0.4
O -0.79294 1.82076 -1.16165 -0.2 -0.2 0.2
H -0.23031 1.73769 -1.93158 0.6 0.0 -0.2
H -1.61224 2.18116 -1.50089 -0.2 0.2 0.1
O -2.63623 0.81360 4.94275 -0.1 -0.1 0.6
H -2.86999 -0.05809 4.62378 0.1 -0.3 0.0
H -2.67906 1.37252 4.16685 0.1 0.5 -0.5
O -2.12289 -1.55792 1.60917 0.1 -0.3 -0.6
H -1.95183 -2.30328 2.18486 0.5 -0.4 0.2
H -2.81007 -1.06291 2.05525 0.0 0.7 0.3
O 2.86547 -4.55452 -0.58575 0.0 -0.6 -0.1
H 3.80927 -4.43693 -0.47774 0.2 0.1 -0.2
H 2.48160 -4.13370 0.18352 -0.2 0.2 0.0
O -0.50925 -5.34994 1.70974 0.4 -0.5 0.1
H 0.15656 -4.66273 1.68377 0.1 0.1 -0.1
H -1.34104 -4.88081 1.64447 -0.4 0.1 -0.1
O 1.40927 1.37863 -3.02934 -0.1 0.1 0.4
H 1.44481 2.33515 -3.02363 0.2 0.5 0.1
H 0.69207 1.16869 -3.62748 0.0 -0.3 -0.7
O -2.31784 1.47955 -4.55084 -0.7 0.1 -0.3
H -2.66855 1.66895 -3.68058 0.1 0.0 0.8
H -2.86024 1.99706 -5.14601 -0.1 0.0 -0.4
O 2.65062 0.71954 2.15447 -0.7 -0.5 0.7
H 3.18921 0.01745 2.51945 0.1 -0.3 0.1
H 3.24002 1.19419 1.56836 0.6 0.5 -0.5
O -4.38174 -0.42726 2.57470 -0.1 0.0 0.5
H -4.75367 0.43064 2.36999 0.0 0.3 0.3
H -4.60513 -0.97196 1.81996 -0.5 -0.4 -0.8
O 4.84505 -0.73438 0.22900 0.3 0.7 0.1
H 4.91975 -1.58861 0.65438 0.2 -0.6 0.3
H 3.94529 -0.70615 -0.09636 -0.3 0.1 -0.2
O -1.69791 -1.65161 -4.23371 -0.4 -0.3 0.5
H -2.54088 -1.42842 -4.62845 -0.2 0.0 -0.2
H -1.11041 -0.94755 -4.50827 0.4 0.1 -0.3
O 2.15911 -1.42717 -4.97249 0.0 -0.2 -0.2
H 1.59075 -0.69402 -4.73648 -0.2 0.2 0.1
H 2.89716 -1.02180 -5.42768 0.3 0.0 -0.1
O -5.16669 -1.30702 -0.03838 -0.5 0.0 0.4
H -5.23292 -0.40009 -0.33724 0.0 0.1 -0.1
H -4.62847 -1.73947 -0.70137 0.7 -0.3 -0.3
O 4.87070 1.82249 -1.77477 -0.1 0.6 0.0
H 5.41331 1.48469 -2.48730 0.2 -0.1 -0.1
H 4.52104 1.04035 -1.34787 -0.2 -0.6 0.1
O -0.81187 -3.07058 3.73179 0.6 0.0 -0.3
H -0.44066 -3.60432 4.43433 0.1 -0.3 0.0
H -1.62230 -2.71890 4.10021 -0.5 0.3 0.3
O 3.89213 2.56539 0.76840 -0.2 0.3 0.2
H 4.13985 3.32938 1.28914 0.1 0.2 0.3
H 4.57474 2.49848 0.10071 0.4 -0.2 -0.7
O -3.07582 4.20472 0.02831 0.0 -0.1 0.3
H -3.60121 4.99538 -0.09442 -0.1 0.3 0.2
H -3.12377 3.75165 -0.81351 0.0 0.0 -0.2
O 0.26383 2.11499 1.52965 -0.3 0.4 0.2
H 1.00170 1.52816 1.69520 0.4 -0.8 0.3
H 0.04035 1.96626 0.61087 -0.1 0.4 -0.4
O -3.55169 2.57766 -2.17595 0.3 -0.3 -0.4
H -4.00083 2.94923 -2.93518 -0.3 0.4 -0.1
H -4.21141 2.02907 -1.75159 -0.2 -0.3 0.3
O -3.01562 -4.33278 0.91654 -0.2 0.0 0.1
H -3.69177 -4.87590 0.51147 0.0 -0.3 -0.1
H -3.36602 -3.44298 0.87547 0.1 0.5 -0.1
O -0.37965 3.54796 -3.84015 0.1 -0.1 0.2
H -0.43464 3.20615 -4.73255 0.1 0.0 -0.3
H -0.97981 4.29360 -3.83136 0.0 0.4 0.2
O 2.08729 -2.82417 1.39808 -0.1 -0.2 0.3
H 1.96555 -3.05885 2.31804 -0.5 0.0 0.5
H 1.65305 -1.97598 1.30727 -0.3 0.5 -0.2
O 2.05304 0.25976 5.29697 0.3 -0.2 0.1
H 2.03860 0.76873 4.48643 0.0 0.2 -0.4
H 1.15917 0.31986 5.63404 -0.3 0.0 0.1
O 0.08662 -0.51133 0.21590 0.8 -0.4 -0.4
H -0.19048 0.28296 -0.24078 -0.3 0.2 -0.3
H -0.69363 -0.80085 0.68878 -0.7 -0.4 0.7
```
Forces are in eV/Å.

The max |F| is 1.11 eV/Å. As for the relative energy (zero: lowest compared OMol25 entry of this formula, charge and spin): 4.593 eV. Its net charge is 0.

=====

A 2-piece molecular cluster, H6N2 overall in a non-equilibrium geometry. Source: OMol25; level of theory: the ωB97M-V functional and the def2-TZVPD basis.

The geometry in XYZ format:
```
8
Properties=species:S:1:pos:R:3:forces:R:3
H 2.48430 -0.00949 1.31300 -0.4 -1.4 -0.5
H 1.21557 -0.24190 0.40847 -0.8 0.0 -0.6
H 1.66246 -1.42416 1.34354 -1.2 -2.4 2.3
H -2.44938 0.87401 -1.52216 -2.1 1.2 -1.5
H -2.12323 0.07441 -0.25327 0.3 -0.2 0.0
H -1.05843 1.12583 -0.90120 -0.4 -1.0 -0.2
N 1.99393 -0.75778 0.75831 2.4 3.8 -1.3
N -1.72522 0.35909 -1.14670 2.2 0.1 1.6
```
Forces are in eV/Å.

The max |F| is 4.64 eV/Å. As for the SMILES: N.N. As for the relative energy (zero: lowest compared OMol25 entry of this formula, charge and spin): 0.405 eV. Its net charge is 0.

=====

no.,highest occupied orbital energy (eV)
1,-10.78
2,-9.06
3,-10.20